1.
# C26H69F3N5O10V

C26H69F3N5O10V as an isolated structure (wB97M-V/def2-TZVPD, OMol25).

Calculated values
spin multiplicity	5
molar mass	719.80	g/mol
HOMO-LUMO gap (spin up / spin down)	4.83 / 8.96	eV
<S²>	6.00
LUMO level (spin up / spin down)	0.4 / 0.3	eV

The geometry in XYZ format:
```
114
Properties=species:S:1:pos:R:3:lowdin_charge:R:1
V -15.31 -9.67 -7.03 0.67
C -13.80 -12.91 -6.47 -0.32
O -12.62 -12.21 -6.97 -0.11
O -14.84 -11.89 -6.46 -0.30
C -13.89 -14.29 -7.17 -0.60
F -13.08 -15.15 -6.53 0.14
F -15.11 -14.79 -7.14 0.15
F -13.60 -14.22 -8.46 0.16
C -11.45 -12.36 -6.14 -0.25
C -10.47 -11.33 -6.66 -0.06
H -10.74 -10.36 -6.25 0.06
H -9.53 -11.63 -6.19 0.07
H -10.33 -11.19 -7.73 0.08
H -11.09 -13.38 -6.27 0.10
H -11.63 -12.24 -5.07 0.11
H -13.72 -13.21 -5.43 0.13
C -11.93 -6.22 -9.07 -0.07
C -11.62 -7.33 -8.10 -0.43
C -10.10 -7.72 -8.05 -0.17
O -9.67 -7.95 -9.43 -0.17
C -8.39 -8.52 -9.51 -0.12
N -12.11 -6.84 -6.78 0.03
H -11.52 -6.39 -10.07 0.07
H -11.54 -5.28 -8.67 0.09
H -13.01 -6.25 -9.20 0.07
H -12.07 -8.31 -8.26 0.10
H -10.02 -8.54 -7.33 0.09
H -9.66 -6.88 -7.52 0.12
H -7.95 -8.46 -10.51 0.09
H -8.50 -9.50 -9.06 0.08
H -7.59 -8.12 -8.89 0.08
H -11.47 -6.17 -6.37 0.06
H -12.90 -6.24 -6.97 0.05
C -11.55 -12.65 -2.07 -0.05
C -12.20 -14.03 -2.13 -0.47
C -11.21 -15.21 -1.81 -0.20
O -10.08 -15.10 -2.60 -0.19
C -10.24 -15.19 -3.99 -0.08
N -13.38 -14.09 -1.35 0.03
H -11.14 -12.44 -1.09 0.08
H -12.28 -11.88 -2.31 0.08
H -10.65 -12.54 -2.68 0.07
H -12.55 -14.17 -3.16 0.11
H -11.77 -16.14 -1.90 0.12
H -10.95 -15.09 -0.76 0.13
H -10.90 -16.05 -4.13 0.10
H -9.26 -15.39 -4.42 0.10
H -10.62 -14.23 -4.36 0.05
H -13.82 -14.97 -1.60 0.08
H -14.04 -13.38 -1.62 0.07
C -21.75 -15.10 -6.93 -0.08
C -20.96 -15.59 -8.11 -0.43
C -19.43 -15.39 -7.93 -0.22
O -18.67 -15.63 -9.07 -0.16
C -17.35 -15.31 -8.99 -0.13
N -21.21 -17.02 -8.31 0.04
H -22.81 -15.25 -7.14 0.08
H -21.63 -14.03 -6.84 0.08
H -21.55 -15.62 -6.00 0.08
H -21.23 -15.05 -9.01 0.14
H -19.03 -15.82 -7.01 0.11
H -19.24 -14.35 -7.64 0.10
H -16.90 -15.97 -8.25 0.09
H -17.14 -14.29 -8.67 0.07
H -16.90 -15.48 -9.97 0.10
H -22.16 -17.00 -8.64 0.07
H -21.20 -17.42 -7.38 0.07
C -7.71 -9.46 -4.35 -0.06
C -8.11 -8.03 -4.58 -0.42
C -9.45 -7.62 -3.87 -0.19
O -9.52 -6.22 -3.66 -0.22
C -10.42 -5.77 -2.63 -0.09
N -7.03 -7.17 -4.06 0.04
H -8.42 -10.23 -4.64 0.06
H -7.43 -9.55 -3.30 0.08
H -6.79 -9.61 -4.92 0.08
H -8.23 -7.80 -5.64 0.11
H -9.60 -8.03 -2.87 0.11
H -10.33 -7.87 -4.45 0.11
H -10.26 -4.74 -2.30 0.08
H -10.45 -6.50 -1.82 0.08
H -11.46 -5.61 -2.92 0.08
H -7.39 -6.22 -4.03 0.06
H -6.80 -7.48 -3.13 0.07
C -14.86 -11.35 -10.99 -0.05
C -15.37 -10.39 -9.89 -0.35
C -16.72 -11.06 -9.27 -0.11
O -17.09 -10.32 -8.07 -0.33
C -18.52 -10.23 -7.95 -0.07
N -14.26 -10.22 -8.92 -0.02
H -14.65 -12.31 -10.52 0.08
H -13.93 -11.06 -11.49 0.08
H -15.60 -11.47 -11.78 0.08
H -15.69 -9.41 -10.24 0.13
H -16.47 -12.05 -8.88 0.11
H -17.46 -11.08 -10.08 0.13
H -18.81 -9.88 -6.96 0.09
H -18.99 -11.21 -8.00 0.09
H -19.03 -9.64 -8.71 0.09
H -13.48 -9.74 -9.34 0.08
H -13.81 -11.12 -8.87 0.07
C -17.46 -13.06 -3.96 -0.17
C -18.23 -14.28 -4.56 -0.28
O -17.80 -15.49 -4.19 -0.05
O -17.19 -12.16 -5.00 -0.11
H -16.47 -13.26 -3.54 0.12
H -18.04 -12.56 -3.18 0.12
H -18.35 -14.29 -5.64 0.09
H -19.23 -14.37 -4.14 0.11
H -17.97 -16.09 -4.92 0.08
H -16.35 -12.40 -5.39 0.04
O -16.50 -9.46 -5.23 -0.12
H -16.84 -10.32 -4.99 0.01
H -17.00 -8.85 -4.69 0.07
```

2.
# C3H12N2O3

A 3-piece molecular cluster, C3H12N2O3 overall (wB97M-V/def2-TZVPD, OMol25).

Calculated values
energy above the lowest of the compared OMol25 structures with the same formula, charge and spin	0.844	eV
molar mass	124.14	g/mol
structure (SMILES)	CC(=O)NCN.O.O
HOMO-LUMO gap	9.99	eV
LUMO level	0.6	eV

The geometry in XYZ format:
```
20
Properties=species:S:1:pos:R:3:nbo_charge:R:1
C 2.75 1.10 0.94 -0.71
C 1.24 1.16 1.00 0.68
O 0.63 2.11 1.47 -0.64
N 0.57 0.06 0.57 -0.63
C -0.89 0.04 0.68 -0.03
N -1.34 -1.28 0.29 -0.86
H 3.08 0.89 -0.08 0.23
H 3.21 1.98 1.34 0.24
H 3.05 0.23 1.53 0.23
H 1.04 -0.67 0.05 0.39
H -1.11 0.31 1.71 0.19
H -1.24 0.76 -0.04 0.17
H -2.28 -1.49 0.56 0.38
H -0.66 -1.98 0.53 0.36
O 0.57 -3.07 -5.45 -0.93
H 0.05 -3.08 -4.64 0.47
H 0.04 -3.65 -6.01 0.47
O -3.12 1.92 2.07 -0.94
H -3.31 2.32 1.22 0.47
H -2.27 2.33 2.29 0.48
```

3.
# C3H5NO

A 2-piece molecular cluster, C3H5NO overall (wB97M-V/def2-TZVPD, OMol25).

Calculated values
energy above the lowest of the compared OMol25 structures with the same formula, charge and spin	4.094	eV
molar mass	71.08	g/mol
HOMO-LUMO gap (spin up / spin down)	8.70 / 8.70	eV
LUMO level (spin up / spin down)	-0.5 / -0.5	eV

The geometry in XYZ format:
```
10
Properties=species:S:1:pos:R:3:nbo_charge:R:1
C 1.47 0.25 -0.31 0.17
C -1.03 0.73 0.22 -0.64
C 0.19 -0.19 0.09 0.22
N 2.52 0.61 -0.75 -0.27
O 0.18 -1.23 0.96 -0.67
H -1.49 0.84 -0.89 0.25
H -1.85 0.18 0.70 0.25
H -0.65 1.57 0.65 0.22
H -0.22 -0.91 -1.56 -0.02
H 0.90 -1.84 0.89 0.50
```

4.
# C31H66N3O10

A 10-piece molecular cluster, C31H66N3O10 overall (wB97M-V/def2-TZVPD, OMol25).

Calculated values
energy above the lowest of the compared OMol25 structures with the same formula, charge and spin	2.961	eV
molar mass	640.88	g/mol
charge	+1
HOMO-LUMO gap	5.86	eV
LUMO level	-4.9	eV

The geometry in XYZ format:
```
110
Properties=species:S:1:pos:R:3:lowdin_charge:R:1
C 1.41 0.61 -2.15 -0.07
C 1.54 -0.31 -3.50 -0.33
O 2.81 -1.07 -3.37 -0.13
C 0.34 -1.40 -3.73 -0.15
N -0.88 -1.20 -2.86 0.09
C -1.79 -0.09 -3.36 -0.17
N -1.39 0.99 -4.35 0.12
N -3.07 -0.01 -2.84 0.10
H 1.82 0.10 -1.17 0.10
H 2.09 1.57 -2.32 0.09
H 0.33 1.02 -1.92 0.07
H 1.66 0.33 -4.50 0.15
H 2.85 -1.37 -2.41 0.09
H 0.79 -2.46 -3.42 0.15
H 0.05 -1.52 -4.88 0.14
H -1.39 -2.13 -2.90 0.16
H -1.33 0.61 -5.32 0.11
H -0.52 1.49 -4.06 0.08
H -3.16 0.49 -1.92 0.10
H -3.88 -0.41 -3.38 0.14
C 0.08 -5.16 -0.34 -0.02
C 0.35 -3.68 -0.21 -0.51
O 1.40 -3.18 -0.62 0.02
C -0.72 -2.83 0.43 -0.03
H 0.94 -5.64 -0.82 0.09
H -0.06 -5.59 0.66 0.09
H -0.81 -5.32 -0.95 0.09
H -0.89 -3.17 1.46 0.10
H -1.64 -2.90 -0.15 0.08
H -0.39 -1.79 0.45 0.08
C 3.71 4.38 -4.40 -0.01
C 2.30 3.95 -4.68 -0.47
O 1.85 2.90 -4.23 0.01
C 1.46 4.85 -5.54 -0.02
H 4.20 3.63 -3.77 0.08
H 4.27 4.47 -5.33 0.10
H 3.71 5.34 -3.87 0.09
H 1.92 4.96 -6.53 0.09
H 1.35 5.83 -5.06 0.09
H 0.46 4.41 -5.66 0.08
C 3.48 -2.98 4.36 -0.03
C 2.45 -2.13 3.65 -0.48
O 1.70 -1.39 4.28 0.04
C 2.38 -2.23 2.15 -0.03
H 3.41 -2.80 5.44 0.09
H 3.28 -4.04 4.16 0.09
H 4.48 -2.70 4.02 0.06
H 2.14 -3.26 1.86 0.07
H 3.33 -1.92 1.72 0.09
H 1.59 -1.57 1.78 0.07
C -5.60 1.26 1.19 -0.02
C -4.12 1.37 0.93 -0.45
O -3.60 0.84 -0.05 0.01
C -3.30 2.16 1.92 -0.03
H -6.06 0.67 0.40 0.04
H -5.77 0.77 2.15 0.09
H -6.05 2.26 1.19 0.10
H -3.37 1.70 2.91 0.08
H -3.65 3.19 1.96 0.07
H -2.25 2.15 1.61 0.08
C 5.16 -4.93 1.35 -0.01
C 6.16 -4.41 2.35 -0.46
O 5.80 -3.85 3.38 0.02
C 7.62 -4.62 2.04 -0.02
H 4.15 -4.71 1.70 0.07
H 5.31 -4.43 0.39 0.09
H 5.27 -6.01 1.24 0.09
H 7.88 -4.11 1.11 0.09
H 7.84 -5.69 1.97 0.09
H 8.22 -4.19 2.85 0.09
C -0.43 6.36 2.10 -0.02
C -1.29 5.42 2.90 -0.47
O -2.16 4.73 2.37 0.03
C -1.05 5.36 4.38 -0.02
H -0.72 6.30 1.04 0.08
H -0.58 7.38 2.44 0.09
H 0.62 6.07 2.19 0.09
H -1.22 6.34 4.83 0.09
H -0.02 5.02 4.58 0.09
H -1.74 4.64 4.84 0.09
C 5.28 0.36 -2.72 -0.04
C 6.51 1.22 -2.55 -0.49
O 6.85 2.03 -3.40 0.05
C 7.30 1.04 -1.28 -0.03
H 4.81 0.60 -3.68 0.08
H 5.56 -0.69 -2.72 0.09
H 4.57 0.57 -1.92 0.08
H 7.67 0.01 -1.22 0.08
H 6.68 1.27 -0.41 0.09
H 8.16 1.72 -1.29 0.09
C -8.39 0.91 -2.91 -0.02
C -8.30 0.18 -1.60 -0.46
O -7.58 0.58 -0.69 0.03
C -9.13 -1.07 -1.45 -0.02
H -7.74 1.80 -2.88 0.09
H -8.05 0.26 -3.72 0.08
H -9.42 1.24 -3.09 0.09
H -8.83 -1.81 -2.20 0.09
H -10.19 -0.83 -1.56 0.09
H -8.97 -1.49 -0.45 0.09
C -4.96 -0.70 6.18 -0.03
C -3.96 -1.58 5.48 -0.50
O -4.31 -2.61 4.91 0.04
C -2.52 -1.14 5.49 -0.02
H -5.96 -1.14 6.10 0.09
H -4.70 -0.62 7.24 0.09
H -4.97 0.29 5.72 0.08
H -2.16 -1.08 6.51 0.09
H -2.43 -0.17 4.99 0.08
H -1.92 -1.87 4.94 0.08
```

5.
# C7H14N6O2

One molecule with the formula C7H14N6O2 (wB97M-V/def2-TZVPD, OMol25).

Calculated values
energy above the lowest of the compared OMol25 structures with the same formula, charge and spin	0.000	eV
molar mass	214.23	g/mol
structure (SMILES)	CC(C)N(c1nnnn1C(C)C)[N+](=O)[O-]
HOMO-LUMO gap	10.94	eV
LUMO level	0.6	eV

The geometry in XYZ format:
```
29
Properties=species:S:1:pos:R:3:nbo_charge:R:1
C 2.66 -1.65 0.16 -0.64
C 2.12 -0.64 -0.82 -0.04
C 2.59 0.79 -0.47 -0.59
N 0.61 -0.72 -0.95 -0.28
C -0.31 -1.13 0.08 0.47
N -0.21 -2.28 0.66 -0.30
N -1.11 -2.26 1.63 -0.05
N -1.72 -1.15 1.62 -0.06
N -1.26 -0.38 0.64 -0.18
C -1.60 1.00 0.32 -0.06
C -1.50 1.81 1.66 -0.63
C -3.09 1.06 -0.11 -0.62
N 0.12 -0.53 -2.16 0.67
O -1.06 -0.59 -2.21 -0.43
O 0.88 -0.28 -3.02 -0.40
H 2.06 -1.71 1.11 0.24
H 2.39 -2.69 -0.29 0.23
H 3.72 -1.51 0.16 0.22
H 2.65 -0.79 -1.76 0.24
H 2.19 0.95 0.61 0.19
H 2.17 1.45 -1.11 0.21
H 3.60 0.70 -0.39 0.21
H -1.03 1.22 -0.63 0.24
H -1.86 1.31 2.52 0.24
H -2.04 2.73 1.64 0.22
H -0.61 2.28 1.81 0.22
H -3.23 0.58 -1.17 0.23
H -3.48 2.04 -0.26 0.22
H -3.66 0.40 0.72 0.23
```